One molecule with the formula C19H23Cl2FN4 in a non-equilibrium geometry. Source: the OMol25 dataset; level of theory: ωB97M-V with the def2-TZVPD basis set.

Values from the calculation:
- orbital gap (eV) = 7.90
- relative energy (zero: lowest compared OMol25 entry of this formula, charge and spin) (kcal/mol) = 1.97
- net charge = 0
- HOMO energy (eV) = -7.65
- SMILES = CCCN(c1nc(-c2cc(F)c(Cl)cc2Cl)n(C)n1)C(C1CC1)C1CC1

Each atom is followed by the atoms it is bonded to, with distances in Å.
Positions of all 49 atoms, in Å:
1 C 4.233 2.895 -0.740  C2 1.552, H27 1.104, H28 1.109, H29 1.077
2 C 2.942 2.040 -0.833  C1 1.552, C3 1.557, H30 1.066, H31 1.082
3 C 2.256 1.817 0.547  C2 1.557, N4 1.476, H32 1.088, H33 1.089
4 N 1.291 0.711 0.401  C3 1.476, C5 1.410, C20 1.485
5 C -0.058 0.944 0.064  N4 1.410, N6 1.367, N19 1.319
6 N -0.946 -0.083 -0.094  C5 1.367, C7 1.303
7 C -2.034 0.519 -0.485  N6 1.303, C8 1.473, N17 1.381
8 C -3.270 -0.226 -0.783  C7 1.473, C9 1.418, C15 1.433
9 C -3.639 -1.236 0.141  C8 1.418, C10 1.377, H34 1.098
10 C -4.680 -2.080 -0.178  C9 1.377, F11 1.347, C12 1.377
11 F -4.906 -3.156 0.600  C10 1.347
12 C -5.492 -1.805 -1.255  C10 1.377, Cl13 1.754, C14 1.388
13 Cl -6.839 -2.873 -1.607  C12 1.754
14 C -5.212 -0.763 -2.128  C12 1.388, C15 1.394, H35 1.066
15 C -4.047 -0.014 -1.968  C8 1.433, C14 1.394, Cl16 1.761
16 Cl -3.584 1.078 -3.270  C15 1.761
17 N -1.844 1.885 -0.428  C7 1.381, C18 1.463, N19 1.349
18 C -2.897 2.898 -0.501  N17 1.463, H36 1.113, H37 1.094, H38 1.074
19 N -0.565 2.152 -0.095  C5 1.319, N17 1.349
20 C 1.716 -0.684 0.681  N4 1.485, C21 1.552, C24 1.524, H39 1.081
21 C 1.719 -1.633 -0.547  C20 1.552, C22 1.519, C23 1.522, H40 1.112
22 C 3.053 -2.039 -1.150  C21 1.519, C23 1.514, H41 1.090, H42 1.085
23 C 2.275 -3.029 -0.310  C21 1.522, C22 1.514, H43 1.057, H44 1.133
24 C 0.983 -1.232 1.900  C20 1.524, C25 1.549, C26 1.541, H45 1.094
25 C 0.962 -0.362 3.181  C24 1.549, C26 1.524, H46 1.089, H47 1.099
26 C 1.792 -1.639 3.146  C24 1.541, C25 1.524, H48 1.081, H49 1.103
27 H 4.950 2.466 -0.019  C1 1.104
28 H 3.964 3.922 -0.418  C1 1.109
29 H 4.636 2.932 -1.739  C1 1.077
30 H 2.272 2.502 -1.524  C2 1.066
31 H 3.206 1.057 -1.200  C2 1.082
32 H 2.966 1.576 1.335  C3 1.088
33 H 1.766 2.713 0.926  C3 1.089
34 H -2.958 -1.406 0.985  C9 1.098
35 H -5.785 -0.628 -3.017  C14 1.066
36 H -2.961 3.502 0.432  C18 1.113
37 H -3.864 2.431 -0.711  C18 1.094
38 H -2.687 3.542 -1.336  C18 1.074
39 H 2.748 -0.634 1.000  C20 1.081
40 H 0.934 -1.482 -1.320  C21 1.112
41 H 3.111 -2.210 -2.225  C22 1.090
42 H 3.942 -1.595 -0.715  C22 1.085
43 H 2.691 -3.220 0.642  C23 1.057
44 H 1.857 -3.933 -0.852  C23 1.133
45 H 0.089 -1.796 1.620  C24 1.094
46 H 1.541 0.560 3.153  C25 1.089
47 H 0.071 -0.347 3.824  C25 1.099
48 H 2.863 -1.499 3.196  C26 1.081
49 H 1.437 -2.539 3.676  C26 1.103